The following is a DFT calculation (ωB97M-V/def2-TZVPD) of a molecular structure, C31H65AsN8PTi.

CARTESIAN COORDINATES (ANGSTROEM)
Ti: -0.14 -0.96 1.48
N: -1.01 -2.42 -0.05
C: -2.19 -3.16 0.42
C: -1.99 -3.52 1.88
N: -1.76 -2.29 2.68
C: -3.05 -1.59 2.89
C: -2.90 -0.08 2.79
N: -1.97 0.26 1.70
C: -1.10 -2.56 3.97
C: 0.26 -3.22 3.79
N: 1.01 -2.63 2.66
H: -1.19 -1.93 -0.92
H: -0.24 -3.06 -0.24
H: -2.38 -4.07 -0.16
H: -3.06 -2.51 0.30
H: -1.11 -4.16 1.96
H: -2.84 -4.09 2.27
H: -3.46 -1.86 3.86
H: -3.76 -1.94 2.14
H: -2.51 0.33 3.72
H: -3.89 0.37 2.64
H: -1.63 1.21 1.79
H: -2.40 0.25 0.78
H: -1.72 -3.18 4.62
H: -0.98 -1.59 4.46
H: 0.15 -4.29 3.62
H: 0.82 -3.13 4.73
H: 1.46 -3.36 2.12
H: 1.77 -2.05 3.00
C: -0.10 3.73 0.26
C: -1.34 3.73 -0.67
C: -1.42 5.08 -1.40
C: -2.57 3.65 0.25
P: -1.24 2.21 -1.77
N: -0.94 0.94 -0.87
C: 0.01 2.54 -3.15
C: 0.44 1.17 -3.73
C: 1.27 3.23 -2.59
C: -0.49 3.41 -4.31
C: -2.91 1.83 -2.52
C: -2.73 0.84 -3.68
C: -3.80 1.10 -1.50
C: -3.68 3.05 -3.04
H: -0.30 4.38 1.11
H: 0.79 4.11 -0.24
H: 0.14 2.73 0.64
H: -1.51 5.87 -0.64
H: -2.29 5.15 -2.05
H: -0.53 5.31 -1.98
H: -2.50 4.46 0.97
H: -2.60 2.71 0.81
H: -3.51 3.76 -0.28
H: 0.51 0.40 -2.97
H: 1.42 1.28 -4.19
H: -0.24 0.83 -4.51
H: 1.67 2.77 -1.69
H: 1.10 4.28 -2.38
H: 2.04 3.18 -3.36
H: -1.29 2.95 -4.88
H: 0.35 3.56 -5.00
H: -0.82 4.40 -3.99
H: -2.10 -0.01 -3.40
H: -2.33 1.30 -4.58
H: -3.72 0.44 -3.94
H: -3.36 0.14 -1.24
H: -4.76 0.91 -1.97
H: -3.98 1.66 -0.59
H: -3.10 3.66 -3.73
H: -4.04 3.69 -2.24
H: -4.55 2.70 -3.59
N: -0.14 3.59 6.07
C: 0.42 2.92 5.32
C: 1.10 2.09 4.36
C: 2.48 2.21 4.13
C: 3.01 1.35 3.17
C: 2.21 0.46 2.50
N: 0.85 0.33 2.71
C: 0.34 1.17 3.67
H: 3.08 2.93 4.67
H: 4.07 1.38 2.93
H: 2.62 -0.15 1.70
H: -0.71 1.10 3.88
N: 1.37 0.32 -0.52
C: 0.11 0.31 -0.22
H: 1.60 0.93 -1.31
C: 4.91 -2.36 1.60
C: 4.24 -3.50 0.83
As: 2.74 -2.84 -0.26
C: 3.75 -2.08 -1.75
C: 2.88 -1.91 -2.99
C: 2.18 -4.56 -1.06
C: 3.26 -5.41 -1.73
H: 5.79 -2.71 2.14
H: 4.23 -1.91 2.33
H: 5.23 -1.56 0.93
H: 3.85 -4.25 1.52
H: 4.96 -4.00 0.18
H: 4.61 -2.72 -1.94
H: 4.12 -1.11 -1.41
H: 2.54 -2.87 -3.38
H: 3.43 -1.41 -3.79
H: 2.00 -1.31 -2.76
H: 1.39 -4.32 -1.78
H: 1.69 -5.13 -0.26
H: 3.76 -4.85 -2.52
H: 2.83 -6.30 -2.18
H: 4.01 -5.73 -1.02

- HOMO (alpha / beta): -7.60 / -9.99 eV
- 2S+1: 3
- ⟨S²⟩: 2.03
- Frontier orbital gap (alpha / beta): 5.56 / 7.94 eV
- Strongest force on any atom: 0.51 eV Å⁻¹
- Total charge: +1


The following is a DFT calculation (ωB97M-V/def2-TZVPD) of 2 unconnected molecules or ions with the total composition C2HFO3 at a distorted geometry.

CARTESIAN COORDINATES (ANGSTROEM)
C: 1.97 -1.24 -0.76
C: -0.70 0.93 0.19
O: 2.37 -0.99 -1.77
O: -1.59 1.18 -0.47
O: 1.76 -1.39 0.36
F: 0.68 1.09 -0.31
H: -0.55 0.76 1.28

- HOMO: -12.61 eV
- SMILES: O=C=O.O=CF
- Frontier orbital gap: 13.16 eV
- Energy above the lowest of the compared OMol25 structures with the same formula, charge and spin: 9.60 kcal per mole
- Strongest force on any atom: 4.84 eV Å⁻¹


The following is a DFT calculation (ωB97M-V/def2-TZVPD) of 2 unconnected molecules or ions with the total composition C3H10OS at a distorted geometry.

CARTESIAN COORDINATES (ANGSTROEM)
C: -2.31 0.03 -2.01
O: -3.38 -0.79 -2.24
H: -1.94 0.50 -2.88
H: -2.65 0.69 -1.02
H: -1.58 -0.59 -1.48
H: -3.26 -1.18 -3.14
C: 1.99 1.28 1.38
C: 1.84 -0.26 1.34
S: 0.20 -0.88 1.70
H: 2.31 1.59 2.35
H: 1.08 1.76 1.08
H: 2.67 1.46 0.63
H: 2.00 -0.81 0.43
H: 2.62 -0.57 2.04
H: 0.41 -2.23 1.83

- HOMO: -8.86 eV
- SMILES: CCS.CO
- Frontier orbital gap: 9.68 eV
- Energy above the lowest of the compared OMol25 structures with the same formula, charge and spin: 40.58 kcal per mole
- Strongest force on any atom: 5.59 eV Å⁻¹